# 1
Computed, not measured: one molecule with the formula C5H6O2, with wB97M-V/def2-TZVPD.

## Properties
**Net charge**: 0
**Structure (SMILES)**: C#C[C@H](C=O)CO
**E_tot**: -9374.32308 eV
**Orbital gap**: 0.3894 Ha
**E_HOMO**: -10.00 eV
**LUMO**: 0.59 eV
**ΔE to the lowest compared entry with this formula, charge and spin**: 267.5 kJ/mol

Element x y z (Å)
C1 0.112 -0.059 -0.292
C2 0.065 1.302 0.388
H1 0.975 1.597 0.938
H2 -0.248 -0.003 -1.326
C3 -1.107 -0.779 0.407
H3 -1.095 -1.863 0.292
O1 -2.267 -0.296 -0.221
C4 1.516 -0.513 -0.393
C5 2.688 -0.648 -0.657
H4 -2.280 0.664 -0.055
O2 -0.941 1.972 0.460
H5 3.729 -0.776 -0.888
H6 -1.146 -0.546 1.483



# 2
Computed, not measured: one molecule with the formula C5H6O2 in a non-equilibrium geometry, with wB97M-V/def2-TZVPD.

## Properties
**Net charge**: 0
**Structure (SMILES)**: O=C1CO[C@H]2C[C@@H]12
**E_tot**: -9373.90413 eV
**Orbital gap**: 0.3753 Ha
**E_HOMO**: -9.48 eV
**LUMO**: 0.73 eV
**ΔE to the lowest compared entry with this formula, charge and spin**: 307.9 kJ/mol

Element x y z (Å)
H1 -1.386 -1.346 0.316
H2 1.312 1.665 -0.413
O1 -1.172 1.644 1.279
C1 1.552 0.629 -0.152
O2 -0.613 -0.243 -1.309
H3 2.624 0.450 -0.096
C2 -0.809 0.624 0.757
H4 -2.531 -0.151 -0.505
C3 0.524 -0.069 0.743
H5 0.248 -1.037 1.235
C4 0.655 -0.435 -0.700
H6 1.105 -1.392 -0.959
C5 -1.508 -0.339 -0.197



# 3
Computed, not measured: a 2-piece molecular cluster, C5H6O2 overall in a non-equilibrium geometry, with wB97M-V/def2-TZVPD.

## Properties
**Net charge**: 0
**Structure (SMILES)**: C#CCC.O=C=O
**E_tot**: -9375.36669 eV
**Orbital gap**: 0.3918 Ha
**E_HOMO**: -9.81 eV
**LUMO**: 0.85 eV
**ΔE to the lowest compared entry with this formula, charge and spin**: 166.8 kJ/mol

Element x y z (Å)
C1 1.739 0.679 -0.285
C2 1.792 -1.637 0.287
H1 2.693 0.878 -0.683
O1 0.715 -1.799 0.712
C3 -1.799 -0.009 -0.361
H2 -2.809 0.397 -0.236
H3 -0.690 1.875 0.058
H4 -1.005 0.863 1.495
O2 2.894 -1.679 -0.100
H5 -1.807 -1.049 -0.020
C4 0.606 0.650 0.107
H6 -1.550 -0.013 -1.426
C5 -0.787 0.835 0.421



# 4
Computed, not measured: one molecule with the formula C5H6O2 in a non-equilibrium geometry, with wB97M-V/def2-TZVPD.

## Properties
**Net charge**: 0
**Structure (SMILES)**: O=C1CO[C@H]2C[C@@H]12
**E_tot**: -9374.79992 eV
**Orbital gap**: 0.3794 Ha
**E_HOMO**: -9.37 eV
**LUMO**: 0.96 eV
**ΔE to the lowest compared entry with this formula, charge and spin**: 221.5 kJ/mol

Element x y z (Å)
C1 0.815 -0.620 -0.473
H1 0.033 1.346 -1.063
H2 0.399 0.400 -2.535
O1 -1.464 -0.240 0.447
H3 1.598 -1.345 -0.724
C2 0.182 0.362 -1.468
H4 -1.218 -1.461 -1.261
C3 -0.701 0.465 1.392
O2 1.914 0.015 1.675
C4 0.898 0.007 1.016
H5 -0.875 1.564 1.318
H6 -0.947 0.197 2.448
C5 -0.634 -0.689 -0.773



# 5
Computed, not measured: one molecule with the formula C5H6O2, with wB97M-V/def2-TZVPD.

## Properties
**Net charge**: 0
**Structure (SMILES)**: O=CC#CCCO
**E_tot**: -9374.33015 eV
**Orbital gap**: 0.3806 Ha
**E_HOMO**: -10.29 eV
**LUMO**: 0.07 eV
**ΔE to the lowest compared entry with this formula, charge and spin**: 266.8 kJ/mol

Element x y z (Å)
C1 0.494 0.143 1.247
H1 1.909 1.489 0.356
H2 -0.904 0.831 -0.709
C2 0.830 1.350 0.486
H3 -1.830 -2.115 1.741
C3 0.021 -0.951 1.481
O1 -0.814 -2.613 0.090
H4 0.493 -0.808 -1.278
C4 -0.933 -1.980 1.119
H5 0.433 2.279 0.914
H6 0.188 1.962 -1.535
C5 0.162 1.076 -0.893
O2 0.813 0.054 -1.600



# 6
Computed, not measured: one molecule with the formula C5H6O2, with wB97M-V/def2-TZVPD.

## Properties
**Net charge**: 0
**E_tot**: -9371.33630 eV
**Orbital gap (alpha / beta)**: 0.2949 / 0.2948 Ha
**E_HOMO (alpha / beta)**: -8.33 / -8.33 eV
**LUMO (alpha / beta)**: -0.31 / -0.31 eV
**ΔE to the lowest compared entry with this formula, charge and spin**: 555.7 kJ/mol

Element x y z (Å)
H1 -2.025 -0.681 -1.396
O1 2.330 0.831 -0.962
H2 -0.566 -1.083 0.964
H3 2.690 -1.088 -0.481
O2 -3.674 0.288 -0.714
H4 1.881 1.604 -0.593
H5 2.873 0.020 0.885
C1 0.865 -0.441 0.422
C2 -0.313 -0.029 0.477
C3 -2.525 -0.095 -0.593
H6 -2.107 0.685 1.431
C4 -1.691 0.190 0.561
C5 2.264 -0.202 -0.004



# 7
Computed, not measured: one molecule with the formula C5H6O2 in a non-equilibrium geometry, with wB97M-V/def2-TZVPD.

## Properties
**Net charge**: 0
**Structure (SMILES)**: C#C[C@@H](C)OC=O
**E_tot**: -9375.14200 eV
**Orbital gap**: 0.4144 Ha
**E_HOMO**: -10.32 eV
**LUMO**: 0.96 eV
**ΔE to the lowest compared entry with this formula, charge and spin**: 188.5 kJ/mol

Element x y z (Å)
O1 0.858 -0.143 -0.841
H1 2.708 -0.604 -1.379
H2 -1.526 -1.043 -0.962
H3 -0.735 -2.052 0.259
C1 -0.076 0.024 0.252
H4 0.402 -0.128 1.230
C2 2.049 -0.613 -0.491
C3 -1.152 -1.052 0.065
O2 2.356 -0.977 0.609
H5 -1.460 3.471 0.141
C4 -0.509 1.414 0.182
C5 -0.949 2.534 0.164
H6 -1.978 -0.890 0.758



# 8
Computed, not measured: one molecule with the formula C5H6O2 in a non-equilibrium geometry, with wB97M-V/def2-TZVPD.

## Properties
**Net charge**: 0
**Structure (SMILES)**: C#C[C@H](C=O)CO
**E_tot**: -9374.49067 eV
**Orbital gap**: 0.3920 Ha
**E_HOMO**: -10.05 eV
**LUMO**: 0.62 eV
**ΔE to the lowest compared entry with this formula, charge and spin**: 251.3 kJ/mol

Element x y z (Å)
O1 0.879 0.551 2.100
H1 -1.931 0.800 -3.060
C1 -0.080 0.737 1.096
C2 -0.568 0.349 -1.329
C3 -1.215 0.620 -2.302
H2 0.581 -2.009 -1.019
H3 -1.073 0.344 1.403
H4 1.268 0.548 -0.768
H5 0.907 -0.403 2.266
C4 0.365 0.088 -0.250
O2 0.551 -2.000 0.995
C5 0.516 -1.434 -0.075
H6 -0.201 1.811 0.942



# 9
Computed, not measured: one molecule with the formula C5H6O2 in a non-equilibrium geometry, with wB97M-V/def2-TZVPD.

## Properties
**Net charge**: 0
**Structure (SMILES)**: O=CCC#CCO
**E_tot**: -9373.66406 eV
**Orbital gap**: 0.3752 Ha
**E_HOMO**: -9.54 eV
**LUMO**: 0.67 eV
**ΔE to the lowest compared entry with this formula, charge and spin**: 331.1 kJ/mol

Element x y z (Å)
C1 1.718 -0.485 -0.592
H1 -0.729 -1.638 0.475
H2 -2.649 0.255 0.350
C2 -0.237 0.981 -0.676
H3 2.803 -0.600 -0.764
H4 1.668 1.583 -0.170
O1 -1.532 -1.502 1.013
C3 -1.843 -0.132 1.020
H5 -2.113 0.167 2.033
O2 1.076 -1.420 -0.175
C4 1.200 0.912 -0.905
H6 1.550 1.209 -1.893
C5 -0.914 0.670 0.285



# 10
Computed, not measured: one molecule with the formula C5H6O2, with wB97M-V/def2-TZVPD.

## Properties
**Net charge**: 0
**E_tot**: -9371.75217 eV
**Orbital gap (alpha / beta)**: 0.2818 / 0.2817 Ha
**E_HOMO (alpha / beta)**: -7.95 / -7.95 eV
**LUMO (alpha / beta)**: -0.28 / -0.28 eV
**ΔE to the lowest compared entry with this formula, charge and spin**: 515.6 kJ/mol

Element x y z (Å)
O1 1.037 0.021 -0.934
H1 -2.008 -0.739 0.200
C1 -1.408 2.460 0.214
C2 -0.563 1.487 0.047
C3 -0.965 -1.033 0.068
H2 0.378 1.300 0.742
H3 2.745 -0.981 -1.259
H4 -0.614 -1.576 0.948
H5 -1.295 3.128 1.066
C4 1.920 -0.932 -0.535
H6 -0.904 -1.726 -0.781
O2 1.830 -1.600 0.455
C5 -0.153 0.193 -0.231



# 11
Computed, not measured: one molecule with the formula C5H6O2 in a non-equilibrium geometry, with wB97M-V/def2-TZVPD.

## Properties
**Net charge**: 0
**E_tot**: -9371.39802 eV
**Orbital gap (alpha / beta)**: 0.2394 / 0.2393 Ha
**E_HOMO (alpha / beta)**: -7.44 / -7.44 eV
**LUMO (alpha / beta)**: -0.92 / -0.92 eV
**ΔE to the lowest compared entry with this formula, charge and spin**: 549.7 kJ/mol

Element x y z (Å)
H1 -1.006 -1.616 0.897
C1 1.572 0.365 -0.229
C2 -1.400 -0.721 -0.882
H2 0.138 -1.943 -0.493
C3 0.278 0.163 0.451
O1 1.152 0.154 -1.510
H3 -0.407 2.163 0.373
H4 1.973 1.376 0.053
H5 2.324 -0.350 0.223
O2 -2.411 -0.693 -1.412
C4 -0.548 1.177 0.815
C5 -0.412 -1.177 0.083
H6 -1.254 1.102 1.633



# 12
Computed, not measured: one molecule with the formula C5H6O2 in a non-equilibrium geometry, with wB97M-V/def2-TZVPD.

## Properties
**Net charge**: 0
**E_tot**: -9373.91190 eV
**Orbital gap**: 0.2965 Ha
**E_HOMO**: -7.42 eV
**LUMO**: 0.65 eV
**ΔE to the lowest compared entry with this formula, charge and spin**: 307.2 kJ/mol

Element x y z (Å)
C1 1.222 0.619 -0.096
H1 -0.139 -0.484 1.127
H2 0.728 1.613 -0.063
H3 0.372 -1.422 -0.402
C2 -0.635 0.206 -2.111
O1 2.471 1.153 -2.161
C3 -1.176 -0.128 -0.787
O2 -1.160 0.134 -3.181
H4 -1.894 -0.964 -1.073
H5 2.048 0.308 0.508
C4 0.061 -0.440 0.071
C5 1.571 0.800 -1.477
H6 -1.599 0.774 -0.378



# 13
Computed, not measured: C5H6O2 as an isolated structure, with wB97M-V/def2-TZVPD.

## Properties
**Net charge**: 0
**E_tot**: -9374.88369 eV
**Orbital gap**: 0.3669 Ha
**E_HOMO**: -9.01 eV
**LUMO**: 0.97 eV
**ΔE to the lowest compared entry with this formula, charge and spin**: 213.4 kJ/mol

Element x y z (Å)
O1 2.449 0.505 0.660
H1 -0.263 -0.057 -2.075
H2 -1.965 1.770 -0.084
H3 -1.432 1.395 1.571
C1 -0.180 -0.314 -1.031
C2 2.129 -0.318 -0.158
H4 0.945 -2.143 -0.267
H5 2.773 -0.558 -1.032
C3 -0.771 0.036 0.118
C4 0.814 -1.060 -0.164
H6 -2.755 0.475 0.839
C5 -1.801 0.966 0.635
O2 0.014 -0.702 0.987



# 14
Computed, not measured: one molecule with the formula C5H6O2, with wB97M-V/def2-TZVPD.

## Properties
**Net charge**: 0
**Structure (SMILES)**: CC=C=COC=O
**E_tot**: -9374.46129 eV
**Orbital gap**: 0.3713 Ha
**E_HOMO**: -9.15 eV
**LUMO**: 0.95 eV
**ΔE to the lowest compared entry with this formula, charge and spin**: 254.2 kJ/mol

Element x y z (Å)
H1 2.098 0.487 1.134
C1 -1.588 1.047 0.560
O1 -2.060 0.411 -0.523
H2 -1.910 -0.938 -2.058
H3 2.779 -0.625 -0.071
C2 -0.164 -1.007 -0.767
O2 -0.557 0.897 1.163
H4 -2.307 1.807 0.884
H5 0.556 -1.427 1.116
C3 -1.330 -0.609 -1.202
C4 0.712 -0.855 0.203
H6 1.844 0.797 -0.600
C5 1.925 0.015 0.161



# 15
Computed, not measured: C5H6O2 as an isolated structure, with wB97M-V/def2-TZVPD.

## Properties
**Net charge**: 0
**E_tot**: -9375.34170 eV
**Orbital gap**: 0.3826 Ha
**E_HOMO**: -9.84 eV
**LUMO**: 0.57 eV
**ΔE to the lowest compared entry with this formula, charge and spin**: 169.2 kJ/mol

Element x y z (Å)
O1 -0.662 -0.216 2.355
C1 -0.570 -0.268 -1.206
C2 1.150 -0.130 -0.187
C3 -0.286 0.181 0.029
H1 -2.075 0.590 1.141
H2 -1.506 -0.525 -1.688
C4 0.871 -0.393 -1.689
H3 1.221 -1.346 -2.095
O2 2.080 -0.333 0.553
H4 0.303 -0.286 2.383
C5 -0.989 0.625 1.269
H5 1.181 0.427 -2.345
H6 -0.718 1.673 1.479



# 16
Computed, not measured: C5H6O2 as an isolated structure in a non-equilibrium geometry, with wB97M-V/def2-TZVPD.

## Properties
**Net charge**: 0
**E_tot**: -9371.44020 eV
**Orbital gap (alpha / beta)**: 0.2784 / 0.2841 Ha
**E_HOMO (alpha / beta)**: -7.67 / -7.38 eV
**LUMO (alpha / beta)**: -0.09 / 0.35 eV
**ΔE to the lowest compared entry with this formula, charge and spin**: 545.7 kJ/mol

Element x y z (Å)
O1 -0.158 -1.178 -2.772
H1 -0.227 1.019 -0.891
H2 1.524 1.036 1.775
H3 1.254 -0.736 1.671
H4 -1.723 -1.650 -1.556
C1 -0.791 -1.080 -1.741
C2 0.930 0.259 1.287
C3 -0.434 -0.170 -0.657
C4 0.848 0.429 -0.192
H5 1.661 0.593 -0.890
H6 -1.101 0.986 2.176
O2 -1.256 -0.074 0.430
C5 -0.527 0.565 1.360



# 17
Computed, not measured: a 2-piece molecular cluster, C5H6O2 overall in a non-equilibrium geometry, with wB97M-V/def2-TZVPD.

## Properties
**Net charge**: 0
**Structure (SMILES)**: O=c1cc1.CC=O
**E_tot**: -9374.07163 eV
**Orbital gap**: 0.3754 Ha
**E_HOMO**: -9.12 eV
**LUMO**: 1.10 eV
**ΔE to the lowest compared entry with this formula, charge and spin**: 291.8 kJ/mol

Element x y z (Å)
H1 -0.397 2.194 1.183
H2 -0.326 -3.899 -0.420
C1 0.540 -3.297 -0.258
C2 1.419 -2.223 -0.586
H3 -0.599 0.529 -1.406
O1 1.782 -1.331 -1.289
C3 -0.621 0.678 -0.310
H4 2.025 -3.327 1.501
O2 -0.724 -0.254 0.438
C4 1.561 -3.039 0.585
C5 -0.530 2.112 0.107
H5 0.294 2.591 -0.417
H6 -1.451 2.618 -0.180



# 18
Computed, not measured: one molecule with the formula C5H6O2, with wB97M-V/def2-TZVPD.

## Properties
**Net charge**: 0
**E_tot**: -9374.51478 eV
**Orbital gap**: 0.3728 Ha
**E_HOMO**: -9.56 eV
**LUMO**: 0.58 eV
**ΔE to the lowest compared entry with this formula, charge and spin**: 249.0 kJ/mol

Element x y z (Å)
C1 -1.355 0.047 -0.295
C2 0.018 0.456 0.299
H1 -2.710 -1.151 1.051
O1 0.245 -1.812 1.282
H2 1.697 -0.641 -0.512
H3 -0.127 1.412 0.811
H4 1.148 0.792 -2.203
C3 1.405 0.400 -0.327
O2 1.579 1.227 -1.459
H5 2.098 0.784 0.431
H6 -1.754 0.053 -1.300
C4 -0.383 -0.794 1.097
C5 -1.810 -0.615 0.785



# 19
Computed, not measured: one molecule with the formula C5H6O2, with wB97M-V/def2-TZVPD.

## Properties
**Net charge**: 0
**E_tot**: -9369.22130 eV
**Orbital gap (alpha / beta)**: 0.2508 / 0.2501 Ha
**E_HOMO (alpha / beta)**: -9.22 / -9.21 eV
**LUMO (alpha / beta)**: -2.40 / -2.40 eV
**ΔE to the lowest compared entry with this formula, charge and spin**: 759.8 kJ/mol

Element x y z (Å)
C1 -0.214 1.321 -0.077
C2 -0.771 -1.101 -0.044
H1 -1.756 -0.610 -0.301
H2 2.277 0.531 -0.726
H3 0.267 1.910 -0.913
C3 -1.161 -1.133 1.388
O1 2.057 -1.484 -0.700
O2 -1.424 1.587 0.260
C4 0.213 -0.059 -0.274
H4 -1.066 -0.101 1.785
C5 1.628 -0.357 -0.583
H5 0.593 1.561 0.718
H6 -0.640 -2.066 -0.532



# 20
Computed, not measured: a 2-piece molecular cluster, C5H6O2S2 overall in a non-equilibrium geometry, with wB97M-V/def2-TZVPD.

## Properties
**Net charge**: 0
**<S²>**: 2.02
**2S+1**: 3
**E_tot**: -31042.19627 eV
**Orbital gap (alpha / beta)**: 0.3213 / 0.2698 Ha
**E_HOMO (alpha / beta)**: -7.97 / -8.94 eV
**LUMO (alpha / beta)**: 0.78 / -1.60 eV
**ΔE to the lowest compared entry with this formula, charge and spin**: 163.8 kJ/mol

Element x y z (Å)
H1 0.565 -1.696 -1.324
C1 0.370 -0.410 0.277
C2 1.158 -1.027 -0.632
H2 -1.805 1.720 0.224
C3 -1.956 0.901 -0.570
H3 3.567 0.609 1.048
H4 -0.935 0.413 -0.578
O1 -2.772 -0.220 -0.347
H5 -2.074 1.316 -1.552
O2 -2.838 0.141 2.123
C4 2.534 -0.677 -0.475
S1 -2.950 -0.868 1.100
H6 3.222 -0.861 -1.334
S2 1.190 0.509 1.440
C5 2.723 0.150 0.601